Entry 1:
{"formula": "C33H48N2O8", "method": "the ωB97M-V functional and the def2-TZVPD basis", "gap_ev": 8.53, "smiles": "c1ccc(CCCc2cccc3nccnc23)cc1.CCOC(C)=O.CCOC(C)=O.CCOC(C)=O.CCOC(C)=O", "e_homo_ev": -8.45, "e_tot_ha": -1997.69188, "species": ["C", "C", "C", "C", "C", "C", "C", "C", "C", "C", "C", "C", "N", "C", "C", "N", "C", "C", "C", "H", "H", "H", "H", "H", "H", "H", "H", "H", "H", "H", "H", "H", "H", "H", "H", "O", "C", "O", "C", "C", "C", "H", "H", "H", "H", "H", "H", "H", "H", "O", "C", "O", "C", "C", "C", "H", "H", "H", "H", "H", "H", "H", "H", "O", "C", "O", "C", "C", "C", "H", "H", "H", "H", "H", "H", "H", "H", "O", "C", "O", "C", "C", "C", "H", "H", "H", "H", "H", "H", "H", "H"], "positions_angstrom": [[8.28577, -4.77898, 0.33596], [7.17502, -5.46046, -0.11121], [6.01746, -4.77914, -0.44083], [5.94090, -3.40054, -0.33570], [4.72590, -2.57296, -0.71450], [3.41075, -3.28179, -0.34355], [2.15891, -2.35489, -0.50101], [1.08694, -2.91550, 0.43744], [1.08551, -2.49833, 1.72538], [0.12011, -3.03863, 2.63967], [-0.76813, -3.94496, 2.18603], [-0.78978, -4.39673, 0.84400], [-1.70476, -5.34283, 0.48116], [-1.60469, -5.70962, -0.77149], [-0.65814, -5.16174, -1.67523], [0.24269, -4.25782, -1.36991], [0.15216, -3.87540, -0.06041], [7.06527, -2.74858, 0.15310], [8.23051, -3.40295, 0.49087], [9.22063, -5.28405, 0.57605], [7.23713, -6.54454, -0.19379], [5.16518, -5.35844, -0.79405], [4.69924, -2.31238, -1.78463], [4.78279, -1.61980, -0.16847], [3.44385, -3.54138, 0.72549], [3.20730, -4.19488, -0.91636], [2.38608, -1.32525, -0.19784], [1.81947, -2.37625, -1.54026], [1.83381, -1.78737, 2.07041], [0.15893, -2.70538, 3.68602], [-1.48489, -4.37264, 2.88612], [-2.29080, -6.47244, -1.14433], [-0.65143, -5.55040, -2.69832], [7.01243, -1.66402, 0.26594], [9.06793, -2.81942, 0.86884], [-0.66631, -1.89775, 5.72353], [-1.45042, -0.98486, 5.69791], [-1.93472, -0.56883, 4.51924], [-3.00626, 0.37631, 4.38649], [-2.50601, 1.80419, 4.44210], [-1.82680, -0.24100, 6.95620], [-3.78800, 0.18012, 5.12273], [-3.44801, 0.18317, 3.40928], [-2.04230, 2.03187, 5.40053], [-3.32098, 2.49935, 4.28342], [-1.74768, 1.96667, 3.67420], [-1.06471, 0.50848, 7.16562], [-1.86155, -0.95496, 7.77658], [-2.80283, 0.23614, 6.91323], [1.72444, -0.69129, -3.61268], [0.85033, -1.17653, -4.27702], [-0.30746, -0.50648, -4.43306], [-1.34017, -0.89457, -5.34419], [-2.26444, -1.92368, -4.72681], [0.98687, -2.56138, -4.85949], [-0.91676, -1.22871, -6.29277], [-1.90138, 0.01448, -5.55977], [-1.73381, -2.84444, -4.48094], [-3.07853, -2.16663, -5.41073], [-2.68759, -1.54180, -3.79706], [0.72317, -3.29252, -4.09389], [2.02475, -2.70725, -5.15146], [0.38376, -2.73012, -5.74911], [-2.70639, 4.53032, -6.60921], [-2.02908, 4.48570, -5.61872], [-0.83541, 3.86784, -5.66113], [0.12440, 3.91867, -4.59859], [-0.15025, 2.85851, -3.55393], [-2.53068, 5.03019, -4.30164], [0.18006, 4.92271, -4.17307], [1.09083, 3.72763, -5.06343], [-1.12011, 3.00706, -3.07575], [0.61948, 2.86980, -2.78163], [-0.16976, 1.87062, -4.01194], [-3.15835, 4.27903, -3.82381], [-3.12655, 5.91746, -4.50518], [-1.74114, 5.33214, -3.61739], [-2.83163, 4.47468, 4.89110], [-3.08188, 5.53982, 4.39291], [-4.36588, 5.91162, 4.24678], [-4.77270, 7.22287, 3.84276], [-4.78265, 7.36211, 2.33465], [-1.98870, 6.42519, 3.84525], [-4.16201, 7.98582, 4.32841], [-5.78473, 7.34831, 4.22538], [-3.78665, 7.22642, 1.91180], [-5.14948, 8.34675, 2.04304], [-5.42468, 6.60129, 1.88967], [-1.73271, 6.09162, 2.84017], [-1.11638, 6.32612, 4.48764], [-2.24358, 7.48213, 3.82322]], "atomic_forces_ev_per_a": [[0.9, 0.2, 0.3], [0.3, -0.5, 0.0], [-0.6, -0.5, -0.3], [0.1, 0.4, -0.2], [-0.4, -0.6, 0.0], [-0.5, 1.0, 0.3], [0.1, -1.0, 0.3], [0.7, 0.9, -1.5], [-0.8, -0.5, 0.8], [1.3, 1.0, 0.0], [-0.9, -0.6, 0.6], [-0.2, -0.1, 0.3], [0.4, 0.1, -0.5], [-0.2, 0.0, 0.0], [0.3, -0.3, -0.7], [-1.0, -0.5, 0.7], [0.8, 0.7, 0.3], [-0.1, 0.9, 0.0], [0.0, 0.1, 0.0], [-0.3, -0.1, 0.0], [-0.2, 0.2, -0.1], [0.1, 0.2, 0.1], [0.2, -0.1, 0.2], [-0.1, -0.2, -0.1], [0.2, -0.2, -0.3], [0.3, 0.1, 0.1], [0.0, -0.2, -0.1], [0.1, 0.3, 0.2], [-0.2, -0.1, -0.1], [-0.3, -0.3, -0.5], [0.0, 0.0, -0.3], [0.1, 0.2, 0.1], [0.0, 0.2, 0.2], [0.1, -0.2, 0.0], [-0.1, -0.3, -0.1], [0.0, 0.0, -0.1], [0.2, 0.2, 0.2], [-0.1, -0.4, -0.3], [0.0, 0.3, 0.0], [0.1, -0.5, 0.0], [-0.5, -0.2, 0.2], [0.1, 0.0, 0.1], [0.1, -0.2, 0.0], [-0.1, 0.1, 0.0], [-0.1, -0.1, 0.0], [-0.1, 0.0, 0.0], [0.0, 0.0, 0.0], [0.2, 0.0, 0.0], [0.1, 0.2, -0.1], [-0.1, 0.2, 0.0], [0.1, -0.5, 0.1], [0.0, 0.4, 0.0], [-0.2, -0.2, 0.0], [0.1, -0.1, 0.1], [0.1, 0.0, -0.5], [0.1, -0.1, 0.1], [0.2, 0.1, 0.1], [0.0, 0.0, -0.1], [0.0, 0.0, 0.0], [0.0, 0.1, -0.1], [0.0, 0.0, 0.0], [0.0, 0.0, 0.2], [-0.1, 0.0, 0.1], [0.1, -0.1, 0.0], [-0.3, -0.1, 0.2], [0.2, 0.1, -0.4], [0.0, -0.1, 0.3], [-0.2, 0.0, 0.0], [0.2, 0.5, 0.1], [-0.1, 0.0, 0.0], [-0.1, 0.0, -0.2], [0.0, 0.1, 0.1], [0.0, 0.0, 0.0], [0.1, 0.0, 0.0], [0.0, 0.0, 0.0], [-0.1, -0.2, -0.1], [0.0, -0.2, 0.1], [-0.2, 0.6, 0.1], [0.3, 0.0, -0.2], [-0.2, -0.2, 0.3], [0.0, 0.2, -0.2], [0.1, -0.1, -0.1], [0.1, 0.4, 0.4], [0.1, -0.1, 0.0], [0.0, -0.2, 0.1], [0.0, 0.1, 0.0], [0.0, 0.0, 0.0], [-0.1, 0.0, 0.1], [0.0, 0.0, 0.0], [0.0, -0.2, -0.1], [-0.1, 0.0, -0.2]], "lowdin_charge": [-0.107, -0.094, -0.049, -0.229, -0.146, -0.184, -0.137, -0.180, -0.023, -0.046, -0.031, -0.214, 0.132, -0.126, -0.130, 0.143, -0.165, -0.062, -0.092, 0.102, 0.104, 0.109, 0.128, 0.112, 0.120, 0.108, 0.116, 0.084, 0.122, 0.092, 0.117, 0.104, 0.102, 0.111, 0.104, 0.090, -0.526, 0.000, -0.222, -0.078, 0.013, 0.114, 0.122, 0.069, 0.061, 0.090, 0.097, 0.090, 0.070, 0.100, -0.526, -0.022, -0.229, -0.062, 0.018, 0.116, 0.123, 0.063, 0.082, 0.085, 0.078, 0.093, 0.070, 0.103, -0.534, -0.001, -0.230, -0.054, 0.007, 0.111, 0.123, 0.070, 0.088, 0.062, 0.095, 0.089, 0.067, 0.082, -0.506, 0.006, -0.234, -0.065, 0.017, 0.114, 0.123, 0.067, 0.083, 0.084, 0.098, 0.093, 0.069]}

---

Entry 2:
{"formula": "C33H49BBrF5N7O3TeTi", "method": "the ωB97M-V functional and the def2-TZVPD basis", "gap_ev": 8.83, "charge": -1, "e_homo_ev": -6.46, "e_tot_ha": -6112.00258, "species": ["Ti", "C", "C", "C", "C", "C", "C", "C", "C", "C", "N", "N", "B", "N", "N", "C", "C", "C", "C", "C", "C", "C", "C", "C", "N", "N", "C", "C", "C", "C", "C", "C", "C", "C", "C", "H", "H", "H", "H", "H", "H", "H", "H", "H", "H", "H", "H", "H", "H", "H", "H", "H", "H", "H", "H", "H", "H", "H", "H", "H", "H", "H", "H", "H", "H", "H", "H", "H", "H", "H", "H", "H", "H", "H", "H", "H", "H", "H", "H", "H", "H", "Br", "C", "C", "C", "C", "C", "N", "C", "O", "O", "H", "H", "H", "F", "Te", "F", "F", "F", "F", "O"], "positions_angstrom": [[-0.16065, -0.21545, -0.35275], [0.44489, -1.24204, 3.60314], [0.60658, 0.27377, 3.48876], [0.93157, 0.84182, 4.86896], [-0.60526, 0.95650, 2.90541], [-1.44493, 1.85526, 3.57712], [-2.39735, 2.24835, 2.66123], [-3.49196, 3.23679, 2.95912], [-3.35024, 4.50463, 2.12724], [-4.90882, 2.67367, 2.87552], [-2.10214, 1.64349, 1.48738], [-1.01556, 0.84120, 1.64690], [-2.83124, 1.61016, 0.12683], [-3.14420, 0.08490, -0.21397], [-2.18830, -0.89273, -0.03990], [-2.78270, -2.08064, -0.13827], [-4.14173, -1.88192, -0.36746], [-4.33758, -0.51842, -0.40971], [-5.72463, 0.03875, -0.62757], [-6.52965, 0.02398, 0.67622], [-5.84288, 1.37505, -1.34005], [-2.17382, -3.45992, -0.08369], [-0.94052, -3.62544, 0.79234], [-1.92626, -3.99547, -1.49677], [-1.92963, 2.31443, -0.93292], [-0.68243, 1.79835, -1.13587], [-0.06299, 2.54804, -2.05376], [-0.92461, 3.57539, -2.43439], [-2.08231, 3.42006, -1.70171], [-3.14418, 4.50236, -1.79298], [-4.59451, 4.19772, -1.45364], [-2.64501, 5.76926, -1.07523], [1.34771, 2.37834, -2.55979], [1.79663, 0.94341, -2.79069], [1.56110, 3.16452, -3.85252], [1.34998, -1.67758, 4.03489], [0.28687, -1.69190, 2.63528], [-0.39599, -1.49116, 4.25900], [1.45765, 0.50606, 2.83389], [0.09227, 0.71552, 5.55824], [1.18504, 1.90207, 4.82176], [1.78838, 0.31218, 5.28798], [-1.37753, 2.18502, 4.59980], [-3.31746, 3.50321, 4.00549], [-3.50570, 4.27350, 1.07693], [-2.35291, 4.93460, 2.23178], [-4.08830, 5.25413, 2.42478], [-5.18523, 2.45517, 1.84442], [-5.62376, 3.40231, 3.26597], [-5.00193, 1.75508, 3.45758], [-3.86548, 2.18932, 0.18459], [-4.89572, -2.64184, -0.49387], [-6.17656, -0.70592, -1.28895], [-6.07432, 0.67766, 1.41919], [-6.57619, -0.98091, 1.09761], [-7.55017, 0.37146, 0.49464], [-5.66629, 2.20888, -0.66360], [-6.85200, 1.48348, -1.74396], [-5.13381, 1.44397, -2.16506], [-2.96927, -4.07429, 0.35170], [-0.03269, -3.30217, 0.28729], [-0.82061, -4.67939, 1.05359], [-1.02740, -3.05279, 1.71542], [-1.17673, -3.39388, -2.00586], [-2.83657, -3.97739, -2.09857], [-1.55854, -5.02327, -1.44810], [-0.74240, 4.35586, -3.15164], [-3.14320, 4.74312, -2.86019], [-4.75476, 3.96471, -0.40293], [-4.96990, 3.36722, -2.04996], [-5.19700, 5.07765, -1.69043], [-2.39269, 5.57508, -0.03471], [-3.41198, 6.54834, -1.10349], [-1.74653, 6.15335, -1.55794], [1.99753, 2.80669, -1.79419], [1.33584, 0.52139, -3.68935], [1.58532, 0.27594, -1.94828], [2.87711, 0.90951, -2.89403], [0.86464, 2.84018, -4.63099], [2.57680, 2.99428, -4.21316], [1.43950, 4.23933, -3.70578], [3.06104, -3.22306, 0.04394], [2.40753, -3.01105, -1.72228], [3.09374, -3.64769, -2.75014], [2.58445, -3.53454, -4.02844], [1.42254, -2.80214, -4.23273], [0.84290, -2.18985, -3.13614], [1.33264, -2.28984, -1.90370], [-0.42210, -1.35024, -3.30007], [-0.97788, -1.36769, -4.38548], [-0.79856, -0.68433, -2.27136], [3.99387, -4.20420, -2.53383], [3.09002, -4.01339, -4.85759], [0.95698, -2.68069, -5.19897], [3.75591, 2.50481, 0.00613], [3.54055, 0.85105, 0.85031], [3.13570, 1.95650, 2.39763], [5.39317, 1.09206, 1.34378], [4.23962, 0.26892, -0.89524], [1.65436, 1.41201, 0.14741], [0.78574, -0.99855, 0.65256]], "atomic_forces_ev_per_a": [[-0.9, 1.5, 0.6], [-0.1, 0.0, 0.2], [0.2, 0.0, -0.1], [0.1, 0.1, 0.0], [0.3, 0.1, 0.1], [-0.2, -0.1, 0.0], [0.1, 0.1, 0.1], [0.0, 0.0, 0.0], [0.0, 0.0, 0.0], [0.0, 0.0, 0.0], [-0.3, -0.3, 0.2], [0.3, 0.1, -0.8], [0.0, 0.0, -0.1], [0.1, 0.1, 0.2], [0.0, -0.1, -0.1], [-0.1, 0.1, 0.0], [0.1, 0.0, 0.0], [-0.1, -0.1, -0.1], [0.0, 0.0, 0.0], [0.0, 0.0, 0.0], [-0.1, -0.2, 0.2], [0.0, 0.0, 0.0], [0.0, 0.0, 0.1], [0.0, 0.0, 0.0], [0.0, -0.1, 0.0], [0.2, 0.3, -0.4], [-0.2, 0.0, 0.1], [0.0, -0.1, 0.0], [-0.1, 0.1, -0.1], [0.0, 0.0, 0.0], [0.0, 0.1, -0.2], [0.0, 0.0, 0.0], [0.0, 0.0, 0.2], [-0.1, -0.2, 0.1], [0.0, 0.1, 0.0], [0.0, 0.0, 0.0], [0.0, -0.1, -0.1], [0.0, 0.0, 0.0], [-0.3, -0.2, 0.2], [0.0, 0.0, 0.0], [0.0, 0.0, 0.0], [0.0, 0.0, 0.0], [0.0, 0.0, 0.0], [0.0, 0.0, 0.0], [0.0, 0.0, 0.1], [0.0, 0.0, 0.0], [0.0, 0.0, 0.0], [0.0, 0.0, 0.0], [0.0, 0.0, 0.0], [0.0, 0.0, 0.0], [0.0, 0.0, 0.1], [0.0, 0.0, 0.0], [0.0, 0.0, 0.0], [0.0, 0.0, 0.0], [0.0, 0.0, 0.0], [0.0, 0.0, 0.0], [-0.1, -0.3, -0.1], [0.0, 0.0, 0.0], [0.0, -0.1, 0.0], [0.0, 0.0, 0.0], [0.0, 0.1, 0.0], [0.0, 0.0, 0.0], [0.0, 0.0, 0.0], [0.0, 0.0, 0.0], [0.0, 0.0, 0.0], [0.0, 0.0, 0.0], [0.0, 0.0, 0.0], [0.0, 0.0, 0.0], [0.0, 0.1, -0.1], [0.2, 0.4, 0.0], [0.0, 0.0, 0.0], [0.0, 0.0, 0.0], [0.0, 0.0, 0.0], [0.0, 0.0, 0.0], [0.0, -0.1, 0.1], [0.0, 0.1, 0.1], [0.1, 0.2, -0.2], [0.1, 0.0, -0.1], [0.0, 0.0, 0.0], [0.0, 0.0, 0.0], [0.0, 0.0, 0.0], [0.0, 0.0, 0.1], [0.2, -0.1, -0.1], [0.1, 0.0, 0.1], [-0.1, 0.1, -0.1], [0.1, 0.0, 0.1], [-0.2, 0.1, -0.1], [-0.1, 0.0, 0.2], [0.1, 0.0, 0.0], [-0.1, 0.0, -0.1], [0.5, -0.3, 0.4], [0.0, 0.0, 0.0], [0.0, 0.0, 0.0], [0.0, 0.0, 0.0], [0.4, 0.3, 0.1], [0.0, 0.5, -0.4], [0.0, 0.1, 0.1], [-0.2, -0.2, 0.1], [-0.2, -0.2, -0.1], [-0.3, -0.8, 0.0], [0.5, -0.9, 0.0]], "lowdin_charge": [1.020, -0.062, -0.361, -0.084, -0.216, 0.035, -0.192, -0.349, -0.057, -0.060, 0.060, 0.083, -0.441, 0.095, 0.025, -0.230, 0.024, -0.184, -0.343, -0.047, -0.082, -0.344, -0.062, -0.038, 0.076, 0.024, -0.210, 0.018, -0.170, -0.331, -0.078, -0.054, -0.338, -0.063, -0.075, 0.082, 0.022, 0.086, 0.079, 0.073, 0.083, 0.077, 0.105, 0.130, 0.032, 0.093, 0.087, 0.044, 0.080, 0.087, 0.092, 0.121, 0.132, 0.054, 0.079, 0.080, 0.033, 0.089, 0.091, 0.131, 0.032, 0.083, 0.070, 0.056, 0.084, 0.083, 0.110, 0.132, 0.048, 0.051, 0.085, 0.057, 0.078, 0.076, 0.126, 0.092, 0.025, 0.084, 0.088, 0.080, 0.072, 0.782, -0.706, -0.106, -0.051, 0.008, -0.210, 0.091, -0.614, 0.059, -0.128, 0.095, 0.107, 0.117, -0.436, 1.897, -0.531, -0.531, -0.552, -0.524, -0.427]}

---

Looking at ΔE to the lowest compared entry with this formula, charge and spin for the records above, in order, we have 0.0 32.1 kcal/mol.